DFT (ωB97M-V/def2-TZVPD) results for 2 unconnected molecules or ions with the total composition CH2N2O3Si at a distorted geometry.

```
9
Properties=species:S:1:pos:R:3:nbo_charge:R:1
C -0.640 -1.046 -0.411 -0.279
N -0.155 -2.053 -0.686 -0.292
N -1.419 2.674 -0.520 0.396
O -2.400 2.814 0.106 -0.293
O -0.827 1.491 -0.481 -0.722
O 2.409 -1.158 0.483 -0.965
Si -1.053 0.349 0.760 1.185
H 2.130 -1.843 1.125 0.481
H 1.955 -1.229 -0.376 0.489
```

The HOMO-LUMO gap is 8.55 eV. The value obtained for the HOMO energy is -10.442 eV. For the energy above the lowest of the compared OMol25 structures with the same formula, charge and spin, the calculation gives 218.0 kJ/mol. The total energy is -18066.06163 eV. Its spin multiplicity is 1. The lowest unoccupied orbital energy is -1.890 eV. As for the total charge: 0.

***

DFT (ωB97M-V/def2-TZVPD) results for a single C4H3NO2 molecule.

```
10
Properties=species:S:1:pos:R:3:nbo_charge:R:1
O -1.488 1.962 -1.609 -0.457
C -1.010 1.006 -1.089 0.417
C -0.799 0.549 0.344 0.293
N 0.366 0.959 0.784 -0.373
C 1.123 -0.179 0.897 -0.131
C 0.368 -1.248 0.527 0.092
O -0.877 -0.821 0.267 -0.406
H -0.413 0.210 -1.619 0.117
H 2.174 -0.144 1.137 0.228
H 0.554 -2.294 0.362 0.221
```

The HOMO-LUMO gap is 9.72 eV. The value obtained for the HOMO energy is -9.822 eV. For the energy above the lowest of the compared OMol25 structures with the same formula, charge and spin, the calculation gives 263.1 kJ/mol. The total energy is -9778.95947 eV. Its spin multiplicity is 1. The lowest unoccupied orbital energy is -0.104 eV. As for the total charge: 0.

***

DFT (ωB97M-V/def2-TZVPD) results for 8 unconnected molecules or ions with the total composition C20H37N3O6 at a distorted geometry.

```
66
Properties=species:S:1:pos:R:3:nbo_charge:R:1
O -22.242 0.183 9.547 -0.565
C -22.294 -0.431 10.581 0.789
O -21.472 -1.444 10.871 -0.487
C -21.754 -2.009 12.173 -0.089
C -23.077 -1.445 12.506 -0.436
C -23.195 -0.169 11.755 -0.527
H -21.088 -1.711 12.982 0.180
H -21.576 -3.064 12.383 0.215
H -23.097 -1.366 13.593 0.230
H -23.885 -2.142 12.284 0.203
H -22.687 0.635 12.288 0.241
H -24.225 0.050 11.472 0.242
C -22.016 -5.448 13.950 -0.289
O -22.992 -4.493 14.418 -0.758
H -22.103 -5.831 12.933 0.185
H -20.960 -5.191 14.038 0.177
H -22.050 -6.188 14.750 0.192
H -23.841 -4.591 13.982 0.490
C -18.573 -4.082 11.194 -0.277
O -18.408 -4.762 9.984 -0.717
H -17.652 -4.136 11.774 0.171
H -18.795 -3.022 11.320 0.193
H -19.331 -4.655 11.726 0.154
H -18.651 -4.168 9.270 0.478
C -19.337 -7.753 12.028 -0.261
O -17.980 -7.203 12.235 -0.740
H -19.329 -7.909 10.949 0.188
H -19.420 -8.680 12.596 0.186
H -20.130 -7.084 12.360 0.159
H -17.998 -6.282 11.963 0.468
C -19.522 -8.065 15.565 -0.262
O -20.259 -7.202 16.416 -0.721
H -18.676 -8.515 16.084 0.167
H -19.990 -8.936 15.105 0.165
H -19.226 -7.425 14.734 0.193
H -20.608 -7.752 17.122 0.461
N -26.170 -4.170 11.774 -0.509
C -25.366 -4.876 10.851 -0.108
C -25.165 -6.125 11.338 -0.292
C -25.835 -6.240 12.596 -0.331
C -26.318 -4.923 12.846 -0.067
H -26.515 -3.233 11.619 0.420
H -24.789 -4.493 10.022 0.220
H -24.433 -6.785 10.897 0.224
H -25.914 -7.142 13.185 0.236
H -26.977 -4.476 13.575 0.211
N -23.048 -10.565 15.828 -0.512
C -23.229 -9.475 15.055 -0.066
C -23.604 -9.777 13.805 -0.310
C -23.966 -11.116 13.871 -0.297
C -23.568 -11.596 15.096 -0.088
H -22.795 -10.560 16.806 0.417
H -22.921 -8.493 15.381 0.203
H -23.863 -9.209 12.924 0.224
H -24.422 -11.747 13.123 0.220
H -23.797 -12.572 15.498 0.209
N -20.233 -3.672 16.365 -0.490
C -19.852 -3.318 17.567 -0.045
C -18.985 -2.259 17.475 -0.333
C -18.761 -2.124 16.074 -0.277
C -19.592 -2.936 15.389 -0.119
H -20.988 -4.319 16.187 0.422
H -20.365 -3.769 18.404 0.205
H -18.442 -1.735 18.247 0.222
H -18.062 -1.417 15.651 0.212
H -19.767 -2.982 14.325 0.202
```

The HOMO-LUMO gap is 8.57 eV. The value obtained for the HOMO energy is -8.246 eV. For the energy above the lowest of the compared OMol25 structures with the same formula, charge and spin, the calculation gives 0.0 kJ/mol. The total energy is -38090.47967 eV. Its spin multiplicity is 1. The lowest unoccupied orbital energy is 0.325 eV. As for the total charge: 0.